This record from the Open Molecules 2025 dataset describes a molecular structure, C5H6F2I2O. The level of theory is the ωB97M-V functional and the def2-TZVPD basis.

For the energy above the lowest of the compared OMol25 structures with the same formula, charge and spin, the calculation gives 0.0 kcal per mole. The multiplicity is 1. The HOMO-LUMO gap comes out at 8.32 eV. The net charge is 0. The molecular weight comes out at 373.9 g mol⁻¹. The total energy comes out at -1064.39030 hartree. For the HOMO energy, the calculation gives -9.68 eV.

Atoms and positions in Å:
C1 -0.663 0.651 0.513
I1 -2.456 -1.823 -2.428
C2 1.116 0.927 -1.125
I2 -0.883 0.747 2.706
C3 1.716 -0.310 0.810
C4 -1.495 -0.605 0.025
H1 2.103 0.783 -1.346
H2 1.650 -1.344 0.370
F1 -1.214 1.744 -0.064
H3 1.328 -0.269 1.782
O1 -1.506 -0.427 -1.330
H4 -0.952 -1.536 0.300
H5 2.731 0.090 0.899
H6 0.407 1.408 -1.837
F2 -2.680 -0.575 0.650
C5 0.798 0.539 0.073

Atoms 1-3, force components in eV/Å:
C 0.59 -0.80 -0.06
I 0.30 0.36 0.43
C -2.43 1.89 -1.35